Entry 1:
Formula: C4H11NO2
Source: the Open Molecules 2025 dataset
Level of theory: ωB97M-V with the def2-TZVPD basis set

## Properties
energy relative to the best compared isomer or geometry (same formula, charge and spin) = 14.92 kcal/mol
HOMO energy = -9.1 eV
total energy = -9911.595 eV
charge = 0
HOMO-LUMO gap = 9.714 eV

Last column: natural (NBO) charge in e.
CARTESIAN COORDINATES (ANGSTROEM)
C -1.6000 -1.5245 1.6607  -0.42
N -0.8192 -0.3954 1.1277  -0.60
C -1.0498 0.9218 1.7680  -0.42
H -1.3818 -2.4275 1.0749  0.23
H -1.3272 -1.7412 2.6953  0.21
H -2.6600 -1.2854 1.5441  0.21
H -0.9368 -0.2095 0.0594  0.48
H 0.2032 -0.5470 1.0459  0.47
H -2.1013 1.2387 1.6317  0.21
H -0.3606 1.6415 1.2587  0.25
H -0.8357 0.8422 2.8617  0.20
O -0.3618 0.2857 -1.3347  -0.78
C 0.9078 0.2369 -1.1604  0.79
O 1.4941 -0.1594 -0.1123  -0.77
C 1.7708 0.6814 -2.3612  -0.72
H 2.8393 0.6072 -2.0862  0.22
H 1.5557 0.0332 -3.2208  0.23
H 1.5083 1.7116 -2.6247  0.22

***

Entry 2:
Formula: C4H11NO2
Source: the Open Molecules 2025 dataset
Level of theory: ωB97M-V with the def2-TZVPD basis set

## Properties
energy relative to the best compared isomer or geometry (same formula, charge and spin) = 57.60 kcal/mol
HOMO energy = -9.0 eV
total energy = -9909.744 eV
charge = 0
HOMO-LUMO gap = 9.436 eV

Last column: natural (NBO) charge in e.
CARTESIAN COORDINATES (ANGSTROEM)
C -2.9262 0.3728 -0.1252  -0.65
C -1.5096 -0.1268 -0.0433  -0.18
C -0.4457 0.5593 0.3656  -0.09
N 0.8299 -0.0886 0.4195  -0.46
C 1.8582 0.6516 0.4222  -0.02
H -3.5352 -0.3761 -0.6130  0.22
H -3.3090 0.5876 0.8727  0.22
H -2.9877 1.3297 -0.6236  0.22
H -1.2766 -1.1378 -0.3706  0.21
H -0.4644 1.4920 0.9187  0.19
H 1.8945 1.6541 -0.0192  0.17
H 2.7747 0.2997 0.8894  0.18
H 0.4428 1.7587 -2.9240  0.47
H 1.0635 0.8024 -1.9664  0.47
O 1.2900 1.5703 -2.5058  -0.94
H 0.4772 -1.8802 1.6355  0.48
H 0.1078 -3.3176 1.9301  0.46
O 0.8748 -2.7446 1.8263  -0.95

***

Entry 3:
Formula: C4H11NO2
Source: the Open Molecules 2025 dataset
Level of theory: ωB97M-V with the def2-TZVPD basis set

## Properties
energy relative to the best compared isomer or geometry (same formula, charge and spin) = 21.55 kcal/mol
HOMO energy = -9.3 eV
total energy = -9911.307 eV
charge = 0
HOMO-LUMO gap = 10.076 eV

Last column: natural (NBO) charge in e.
CARTESIAN COORDINATES (ANGSTROEM)
O 0.4409 0.9467 -0.9161  -0.64
C 0.8768 0.8598 0.2544  0.67
N 0.3631 0.0169 1.1906  -0.43
C 1.9451 1.8272 0.6402  -0.72
C 0.9133 -0.1097 2.5713  -0.41
C -0.8598 -0.8137 0.9673  -0.41
H 1.6376 2.6396 1.3198  0.23
H 2.2191 2.2676 -0.3333  0.25
H 2.8342 1.3310 1.0646  0.22
H 0.5521 0.6689 3.2640  0.20
H 2.0152 -0.0691 2.5401  0.21
H 0.6086 -1.0958 2.9605  0.21
H -0.9805 -1.0732 -0.0980  0.24
H -1.7876 -0.3323 1.3194  0.20
H -0.7063 -1.7434 1.5406  0.19
O -3.7440 -1.6922 -6.0261  -0.94
H -2.9581 -1.1899 -5.7125  0.47
H -3.3697 -2.4384 -6.5471  0.47

***

Entry 4:
Formula: C4H11NO2
Source: the Open Molecules 2025 dataset
Level of theory: ωB97M-V with the def2-TZVPD basis set

## Properties
energy relative to the best compared isomer or geometry (same formula, charge and spin) = 39.85 kcal/mol
HOMO energy = -10.2 eV
total energy = -9910.514 eV
charge = 0
HOMO-LUMO gap = 10.977 eV

Last column: natural (NBO) charge in e.
CARTESIAN COORDINATES (ANGSTROEM)
C -2.0204 -0.4173 0.0100  -0.27
C 1.3450 -0.8742 1.5735  -0.69
C 0.2635 -1.0988 0.5644  0.57
O -0.8458 -0.3795 0.8371  -0.53
N 0.4333 -1.8872 -0.4371  -0.72
H -0.3903 -1.9489 -1.0298  0.33
H -1.8077 -0.6647 -1.0316  0.18
H -2.4662 0.5814 0.0281  0.21
H -2.7340 -1.1268 0.4365  0.20
H 2.2520 -0.5338 1.0662  0.24
H 1.0470 -0.1155 2.3029  0.23
H 1.5503 -1.8103 2.0992  0.24
C 0.7183 1.6819 -1.4055  -0.24
O 0.1030 2.3585 -0.3238  -0.73
H -0.0720 1.6957 0.3683  0.47
H 0.9489 2.4031 -2.1922  0.18
H 1.6418 1.2078 -1.0646  0.16
H 0.0333 0.9287 -1.8016  0.15

***

Entry 5:
Formula: C4H11NO2
Source: the Open Molecules 2025 dataset
Level of theory: ωB97M-V with the def2-TZVPD basis set

## Properties
energy relative to the best compared isomer or geometry (same formula, charge and spin) = 9.00 kcal/mol
HOMO energy = -9.2 eV
total energy = -9911.852 eV
charge = 0
HOMO-LUMO gap = 9.565 eV

Last column: natural (NBO) charge in e.
CARTESIAN COORDINATES (ANGSTROEM)
N 0.0122 -0.3394 -1.4317  -0.86
C -1.0514 -0.0160 -0.6182  0.70
C -0.7943 -0.1125 0.8942  -0.32
C 0.2177 -1.2162 1.2037  -0.62
C -0.3248 1.2735 1.3667  -0.60
O -2.1233 0.3252 -1.0637  -0.62
H 0.9687 -0.0634 -1.2440  0.42
H -0.2348 -0.2154 -2.4051  0.38
H -1.7863 -0.3420 1.2750  0.23
H 0.0261 -2.1318 0.6540  0.22
H 1.2243 -0.7966 1.1994  0.22
H 0.1568 -1.4907 2.2730  0.21
H 0.5973 1.2021 1.9413  0.20
H -1.0748 1.7721 1.9796  0.22
H -0.1738 1.9590 0.5871  0.21
H 3.1496 0.9120 -0.3073  0.48
H 3.5010 -0.3677 -1.0723  0.48
O 2.8739 0.0006 -0.4460  -0.95

***

Entry 6:
Formula: C4H11NO2
Source: the Open Molecules 2025 dataset
Level of theory: ωB97M-V with the def2-TZVPD basis set

## Properties
energy relative to the best compared isomer or geometry (same formula, charge and spin) = 41.82 kcal/mol
HOMO energy = -9.1 eV
total energy = -9910.428 eV
charge = 0
HOMO-LUMO gap = 9.879 eV

Last column: natural (NBO) charge in e.
CARTESIAN COORDINATES (ANGSTROEM)
C 1.4106 -1.3635 -1.8442  -0.73
C 0.2548 -0.3830 -1.5950  0.68
N -0.6804 -0.8128 -0.6719  -0.44
C -1.7384 0.0991 -0.3670  -0.44
C -0.8093 -2.1668 -0.2089  -0.41
O 0.2365 0.7091 -2.1569  -0.62
H 2.1318 -1.7067 -1.0186  0.25
H 1.8951 -1.0752 -2.8111  0.25
H 0.9931 -2.4338 -2.0358  0.21
H -1.6899 1.0174 -1.0951  0.26
H -2.6976 -0.2914 -0.1449  0.20
H -1.5169 0.5428 0.6394  0.18
H -0.3709 -2.7688 -0.9392  0.20
H -1.7776 -2.5845 0.0666  0.22
H -0.2021 -2.3512 0.6929  0.19
H 1.2671 4.0714 6.0036  0.48
H 0.8099 3.7283 4.4981  0.47
O 1.1653 3.3442 5.2741  -0.95

***

Entry 7:
Formula: C4H11NO2
Source: the Open Molecules 2025 dataset
Level of theory: ωB97M-V with the def2-TZVPD basis set

## Properties
energy relative to the best compared isomer or geometry (same formula, charge and spin) = 102.12 kcal/mol
HOMO energy = -7.8 eV
total energy = -9907.814 eV
charge = 0
HOMO-LUMO gap = 8.626 eV

Last column: natural (NBO) charge in e.
CARTESIAN COORDINATES (ANGSTROEM)
C -0.7725 -0.7207 -0.3749  0.84
C 1.1070 -0.1639 1.0003  -0.13
C 0.4687 0.6600 -1.5550  -0.98
C 0.5396 0.7514 2.0687  -0.65
N -1.2474 -1.6984 -1.2108  -0.83
O 0.1471 -1.1304 0.4839  -0.52
O -1.7780 0.0391 0.1245  -0.73
H -1.5824 0.9781 0.2192  0.50
H -2.1910 -1.5966 -1.5498  0.41
H -0.5451 -2.2841 -1.6334  0.41
H 1.8957 -0.7990 1.4014  0.19
H 1.1689 0.4352 -0.2152  0.25
H 0.8475 -0.0943 -2.2478  0.20
H 1.1433 1.5201 -1.5709  0.22
H -0.4449 1.0788 -1.9852  0.20
H -0.1011 1.5386 1.6508  0.18
H 1.3761 1.2594 2.5561  0.22
H -0.0315 0.2266 2.8383  0.22

***

Entry 8:
Formula: C4H11NO2
Source: the Open Molecules 2025 dataset
Level of theory: ωB97M-V with the def2-TZVPD basis set

## Properties
energy relative to the best compared isomer or geometry (same formula, charge and spin) = 29.54 kcal/mol
HOMO energy = -9.4 eV
total energy = -9910.961 eV
charge = 0
HOMO-LUMO gap = 10.221 eV

Last column: natural (NBO) charge in e.
CARTESIAN COORDINATES (ANGSTROEM)
O 0.1874 -0.2608 -2.6142  -0.53
C 1.1225 -0.4573 -1.8977  0.45
C 1.0193 -0.6230 -0.3774  -0.17
C -0.0606 0.3031 0.1926  -0.41
C -0.3484 -0.0538 1.6606  -0.62
N 2.3411 -0.4805 0.1854  -0.84
H 2.1750 -0.5574 -2.2343  0.11
H 0.6713 -1.6600 -0.3217  0.21
H -0.9618 0.1912 -0.4063  0.21
H 0.2345 1.3506 0.1501  0.20
H -0.4194 -1.1155 1.8726  0.20
H 0.3991 0.4341 2.2920  0.20
H -1.2562 0.4596 1.9969  0.22
H 2.4793 -0.9631 1.0460  0.37
H 2.6212 0.4885 0.2402  0.36
H -2.9880 1.5654 -0.9324  0.47
H -3.6105 0.2338 -0.5425  0.47
O -3.6057 1.1451 -0.3098  -0.94

***

Entry 9:
Formula: C4H11NO2
Source: the Open Molecules 2025 dataset
Level of theory: ωB97M-V with the def2-TZVPD basis set

## Properties
energy relative to the best compared isomer or geometry (same formula, charge and spin) = 61.47 kcal/mol
HOMO energy = -9.1 eV
total energy = -9909.576 eV
charge = 0
HOMO-LUMO gap = 9.672 eV

Last column: natural (NBO) charge in e.
CARTESIAN COORDINATES (ANGSTROEM)
C -2.4867 -0.3693 2.1578  -0.65
C -1.9495 -0.3853 0.7640  -0.16
C -0.7408 -0.7056 0.2896  -0.08
N -0.4952 -0.4072 -1.0782  -0.40
C 0.7247 -0.2911 -1.3867  -0.05
H -2.7874 0.6076 2.5416  0.23
H -3.3956 -0.9502 2.2323  0.22
H -1.6736 -0.7850 2.7591  0.21
H -2.5561 -0.0144 -0.0672  0.20
H -0.0338 -1.2774 0.8786  0.17
H 1.0088 0.2594 -2.2795  0.16
H 1.6087 -0.5211 -0.7810  0.14
H 4.4040 -2.4233 2.7050  0.46
H 3.4063 -3.3779 2.2636  0.46
O 4.2358 -3.0094 1.9570  -0.92
H -0.8527 3.9139 -3.1780  0.47
H 0.4522 4.6297 -3.0237  0.46
O -0.4911 4.7684 -2.8855  -0.93

***

Entry 10:
Formula: C4H11NO2
Source: the Open Molecules 2025 dataset
Level of theory: ωB97M-V with the def2-TZVPD basis set

## Properties
energy relative to the best compared isomer or geometry (same formula, charge and spin) = 27.99 kcal/mol
HOMO energy = -9.4 eV
total energy = -9911.028 eV
charge = 0
HOMO-LUMO gap = 10.240 eV

Last column: natural (NBO) charge in e.
CARTESIAN COORDINATES (ANGSTROEM)
C 0.7188 -0.7732 -2.4112  -0.23
C 1.4955 -0.2027 -1.2113  -0.64
N -0.3163 0.1665 -2.8728  -0.85
H 1.4005 -0.9645 -3.2385  0.18
H 0.2114 -1.6561 -2.0315  0.19
H 1.1917 0.8093 -0.9567  0.22
H 2.5652 -0.4021 -1.2839  0.21
H -1.1995 -0.3133 -2.9936  0.36
H 1.3277 0.7424 1.7267  0.51
H -0.1191 0.5719 -3.7756  0.36
H 1.2754 -0.7768 -0.3032  0.21
C -1.4160 -0.5971 1.0925  -0.73
C -0.6026 0.3431 1.9230  0.80
O -0.9674 1.4290 2.2858  -0.56
O 0.7261 0.0321 1.9608  -0.73
H -1.5756 -0.1813 0.1012  0.26
H -2.4203 -0.6486 1.5215  0.24
H -0.9737 -1.5906 1.1202  0.23

***

Entry 11:
Formula: C4H11NO2
Source: the Open Molecules 2025 dataset
Level of theory: ωB97M-V with the def2-TZVPD basis set

## Properties
energy relative to the best compared isomer or geometry (same formula, charge and spin) = 30.39 kcal/mol
HOMO energy = -9.6 eV
total energy = -9910.924 eV
charge = 0
HOMO-LUMO gap = 10.286 eV

Last column: natural (NBO) charge in e.
CARTESIAN COORDINATES (ANGSTROEM)
C 1.3135 -0.8027 -0.9740  -0.07
O 1.2292 -1.7613 -2.0350  -0.73
C -0.0525 -0.5445 -0.3437  -0.09
C 0.1522 0.5490 0.7457  0.08
C -0.9264 0.4724 1.8283  -0.65
O 0.1639 1.8206 0.1164  -0.74
N -0.9522 -0.1189 -1.4074  -0.84
H 1.7525 0.1392 -1.3102  0.17
H 1.9108 -1.3150 -0.2221  0.17
H -0.3505 -1.4280 0.2236  0.20
H 1.1335 0.3590 1.2024  0.16
H -1.2372 1.4565 2.1940  0.22
H -0.6241 -0.1239 2.6984  0.22
H -1.7994 -0.1061 1.4984  0.20
H 0.6552 2.4467 0.6678  0.48
H -0.7427 0.8614 -1.5902  0.38
H -1.9119 -0.0297 -1.0805  0.36
H 0.2862 -1.8745 -2.2118  0.48

***

Entry 12:
Formula: C4H11NO2
Source: the Open Molecules 2025 dataset
Level of theory: ωB97M-V with the def2-TZVPD basis set

## Properties
energy relative to the best compared isomer or geometry (same formula, charge and spin) = 36.18 kcal/mol
HOMO energy = -9.5 eV
total energy = -9910.673 eV
charge = 0
HOMO-LUMO gap = 10.028 eV

Last column: natural (NBO) charge in e.
CARTESIAN COORDINATES (ANGSTROEM)
C -2.1807 -0.4041 0.3499  -0.62
C -0.9914 -0.4987 -0.3605  -0.43
C 0.0243 -1.3914 0.3471  -0.48
C 1.3542 -1.5588 -0.4033  0.67
N 2.0324 -0.3556 -0.5266  -0.84
O 1.8582 -2.6499 -0.8095  -0.62
H -2.8136 0.5479 0.3261  0.22
H -2.0609 -0.3181 1.4273  0.21
H -2.9141 -1.2347 0.2330  0.21
H -1.1497 -0.8996 -1.4455  0.21
H -0.6617 0.4834 -0.6149  0.20
H 0.4288 -0.9729 1.4271  0.22
H -0.5801 -2.2820 0.5290  0.24
H 1.5063 0.4800 -0.4732  0.40
H 2.9472 -0.4132 -1.0702  0.41
H 1.8089 4.0851 0.3037  0.47
H 0.3501 3.7034 0.7209  0.48
O 1.0418 3.6792 0.0394  -0.95